C26H53AsN5O4PS2Si3TeZn as an isolated structure. Source: OMol25; level of theory: ωB97M-V/def2-TZVPD.

The net charge is 0. Its spin multiplicity is 1. Its HOMO energy is -6.9 eV. For the orbital gap, the calculation gives 6.52 eV.

Cartesian coordinates (Å):
Zn: 0.22 -0.10 -0.27
C: 0.96 5.39 0.04
S: 0.69 4.42 1.54
C: 0.50 2.77 0.96
S: 0.66 2.35 -0.68
N: 0.22 2.01 2.01
N: 0.03 0.71 1.69
C: -0.23 -0.12 2.63
C: -0.45 -1.52 2.26
C: -0.80 -2.47 3.21
C: -0.99 -3.78 2.79
C: -0.83 -4.10 1.45
C: -0.49 -3.08 0.57
N: -0.31 -1.83 0.96
H: 1.58 6.24 0.32
H: 0.01 5.75 -0.36
H: 1.47 4.79 -0.70
H: -0.29 0.20 3.66
H: -0.91 -2.19 4.24
H: -1.26 -4.55 3.51
H: -0.95 -5.11 1.09
H: -0.34 -3.28 -0.48
C: -5.61 -1.24 -1.87
Si: -3.87 -1.48 -1.21
C: -3.05 -2.79 -2.28
C: -4.01 -2.12 0.55
As: -2.40 0.37 -1.12
Si: -2.50 1.43 -3.24
C: -1.19 0.66 -4.34
C: -4.17 1.23 -4.07
C: -2.16 3.26 -3.08
Si: -3.64 1.84 0.30
C: -3.04 3.60 0.15
C: -3.34 1.28 2.06
C: -5.49 1.82 -0.03
H: -6.08 -2.23 -1.88
H: -5.62 -0.87 -2.89
H: -6.22 -0.58 -1.26
H: -3.60 -3.73 -2.17
H: -2.02 -2.96 -1.98
H: -3.06 -2.51 -3.33
H: -4.34 -3.16 0.53
H: -4.73 -1.55 1.13
H: -3.05 -2.08 1.07
H: -1.57 -0.24 -4.84
H: -0.29 0.38 -3.78
H: -0.90 1.38 -5.11
H: -4.34 0.20 -4.40
H: -4.20 1.87 -4.95
H: -4.99 1.51 -3.41
H: -1.36 3.49 -2.38
H: -3.06 3.80 -2.77
H: -1.87 3.64 -4.06
H: -1.96 3.65 -0.02
H: -3.25 4.12 1.08
H: -3.53 4.14 -0.66
H: -2.35 1.62 2.38
H: -3.39 0.20 2.18
H: -4.08 1.73 2.72
H: -5.73 1.85 -1.09
H: -5.93 2.71 0.43
H: -5.98 0.95 0.41
C: -0.62 -3.90 -5.12
C: 0.01 -2.69 -4.47
O: 0.89 -3.16 -3.44
P: 1.58 -2.10 -2.45
O: 0.48 -1.17 -1.96
Te: 2.90 -3.42 -1.01
O: 2.44 -1.14 -3.41
C: 3.67 -1.54 -4.02
C: 3.45 -1.87 -5.48
H: -1.35 -3.58 -5.87
H: -1.14 -4.50 -4.38
H: 0.13 -4.52 -5.61
H: -0.73 -2.04 -4.03
H: 0.59 -2.11 -5.19
H: 4.09 -2.39 -3.48
H: 4.35 -0.69 -3.91
H: 2.84 -2.77 -5.59
H: 4.41 -2.06 -5.97
H: 2.95 -1.05 -6.00
N: 2.34 -0.23 0.25
C: 3.36 -0.17 0.78
N: 4.53 -0.16 1.38
C: 4.86 0.81 2.42
C: 5.54 0.07 3.55
O: 6.66 -0.65 3.08
C: 6.28 -1.64 2.13
C: 5.62 -1.02 0.92
H: 3.95 1.30 2.75
H: 5.54 1.56 2.01
H: 4.83 -0.62 4.03
H: 5.91 0.77 4.30
H: 5.59 -2.36 2.60
H: 7.19 -2.16 1.84
H: 5.20 -1.79 0.26
H: 6.34 -0.41 0.36

---

A 11-piece molecular cluster, C26H53Cl20NO7PS2 overall in a non-equilibrium geometry. Source: OMol25; level of theory: ωB97M-V/def2-TZVPD.

The net charge is -1. Its spin multiplicity is 1. Its HOMO energy is -4.4 eV. For the orbital gap, the calculation gives 5.74 eV. The energy above the lowest of the compared OMol25 structures with the same formula, charge and spin comes out at 146.3 kcal per mole.

Cartesian coordinates (Å):
C: 1.44 1.65 -3.12
N: 0.22 0.78 -3.20
C: -1.03 1.50 -3.61
C: -0.96 3.13 -3.65
O: -0.32 3.70 -4.85
C: 0.74 4.66 -4.54
C: 0.60 6.05 -5.47
O: -0.22 7.06 -5.16
O: 1.44 6.22 -6.67
S: -1.53 0.85 -5.33
C: -1.73 -1.05 -5.21
O: -0.42 1.08 -6.39
O: -2.91 1.45 -5.70
P: 0.01 -0.28 -1.78
O: -1.57 -1.02 -1.64
O: 0.49 0.45 -0.26
S: 1.27 -1.79 -2.04
H: 2.34 0.95 -2.79
H: 1.70 2.07 -4.18
H: 1.39 2.50 -2.28
H: -1.96 1.23 -2.91
H: -2.09 3.50 -3.69
H: -0.55 3.53 -2.62
H: 0.79 5.04 -3.44
H: 1.77 4.16 -4.88
H: -2.25 -1.24 -4.17
H: -2.44 -1.46 -6.04
H: -0.63 -1.48 -5.28
H: -1.54 -1.84 -1.05
H: 0.71 1.42 -0.42
Cl: -0.39 -1.32 4.77
C: -0.43 -0.63 3.13
C: -1.26 -1.46 2.18
Cl: -0.50 -3.03 1.82
H: 0.60 -0.53 2.78
H: -0.86 0.37 3.22
H: -1.37 -0.94 1.22
H: -2.26 -1.65 2.58
Cl: -0.95 -4.69 -0.73
C: -2.45 -5.65 -0.64
C: -3.29 -5.53 -1.89
Cl: -4.00 -3.90 -2.07
H: -3.00 -5.33 0.25
H: -2.15 -6.70 -0.50
H: -4.13 -6.23 -1.85
H: -2.71 -5.74 -2.80
Cl: 2.02 -0.20 6.18
C: 3.53 0.16 5.31
C: 3.42 1.42 4.46
Cl: 2.32 1.19 3.08
H: 3.79 -0.71 4.71
H: 4.31 0.30 6.07
H: 4.40 1.68 4.06
H: 3.05 2.27 5.05
Cl: -5.10 -4.42 1.01
C: -6.61 -4.17 0.10
C: -7.76 -3.76 1.00
Cl: -8.28 -5.08 2.07
H: -6.83 -5.09 -0.45
H: -6.41 -3.38 -0.63
H: -8.63 -3.49 0.40
H: -7.50 -2.90 1.63
Cl: -4.11 0.99 4.69
C: -4.54 -0.16 5.97
C: -4.09 0.31 7.35
Cl: -2.31 0.29 7.51
H: -4.10 -1.13 5.72
H: -5.63 -0.27 5.96
H: -4.48 -0.36 8.12
H: -4.44 1.32 7.56
Cl: 3.62 2.23 10.22
C: 1.97 2.90 10.35
C: 1.09 2.51 9.17
Cl: 1.61 3.30 7.66
H: 2.05 3.99 10.45
H: 1.55 2.51 11.28
H: 0.06 2.83 9.36
H: 1.10 1.43 9.01
Cl: -1.57 7.21 -10.22
C: -1.70 6.31 -8.69
C: -2.66 5.14 -8.78
Cl: -4.35 5.68 -8.96
H: -2.00 7.02 -7.91
H: -0.70 5.95 -8.45
H: -2.62 4.54 -7.87
H: -2.42 4.49 -9.63
Cl: 6.58 1.69 4.36
C: 7.31 0.29 3.54
C: 7.32 0.45 2.03
Cl: 5.68 0.38 1.33
H: 6.76 -0.61 3.84
H: 8.34 0.20 3.91
H: 7.89 -0.36 1.57
H: 7.77 1.40 1.73
Cl: -6.19 -3.50 -4.90
C: -5.79 -3.21 -6.61
C: -4.75 -4.19 -7.13
Cl: -3.14 -3.91 -6.40
H: -5.46 -2.18 -6.71
H: -6.72 -3.33 -7.17
H: -4.63 -4.07 -8.21
H: -5.03 -5.23 -6.93
Cl: 10.55 -0.81 5.17
C: 11.28 -2.21 4.34
C: 11.28 -2.04 2.83
Cl: 9.64 -2.11 2.14
H: 10.73 -3.10 4.65
H: 12.30 -2.29 4.71
H: 11.86 -2.86 2.37
H: 11.74 -1.09 2.53

---

C26H53F9N3O10P3S as an isolated structure in a non-equilibrium geometry. Source: OMol25; level of theory: ωB97M-V/def2-TZVPD.

The net charge is 0. Its spin multiplicity is 1. Its HOMO energy is -6.3 eV. For the orbital gap, the calculation gives 5.05 eV.

Cartesian coordinates (Å):
C: -0.33 -2.00 5.15
C: -1.84 -1.85 4.92
O: -2.44 -2.82 4.63
O: -2.47 -0.66 5.11
C: -2.82 0.02 3.87
C: -1.67 0.30 2.88
C: -1.28 -0.75 1.80
C: -2.32 -1.83 1.44
C: -3.16 -1.59 0.18
F: -3.24 -2.76 -0.50
F: -2.49 -0.78 -0.69
C: -4.55 -0.91 0.38
F: -4.50 0.08 1.22
F: -4.87 -0.33 -0.79
S: -5.99 -2.03 0.81
F: -5.98 -2.73 -0.61
F: -7.00 -0.92 0.24
F: -6.14 -1.32 2.24
F: -5.08 -3.14 1.48
F: -7.26 -2.92 1.18
C: -0.49 0.93 3.71
O: -0.93 2.26 4.01
P: -1.22 2.90 2.43
C: -1.53 3.58 0.63
C: -1.18 2.60 -0.50
C: 0.35 2.45 -0.81
C: 0.73 0.97 -1.18
C: 1.65 0.28 -0.13
N: 2.90 -0.24 -0.75
P: -3.26 3.74 2.85
P: -3.74 3.91 4.95
O: -2.66 3.86 5.94
O: -4.93 2.80 5.27
O: -4.53 5.35 5.12
N: -0.25 4.46 2.70
C: 1.13 4.29 2.38
C: 2.11 3.38 3.14
O: 1.58 4.93 1.48
C: -0.46 5.14 3.93
C: 0.33 4.86 5.24
O: -1.23 6.04 4.00
O: -2.09 1.42 2.07
H: 0.25 -1.79 4.25
H: 0.02 -1.29 5.92
H: -0.09 -3.02 5.46
H: -3.21 1.00 4.17
H: -3.68 -0.52 3.44
H: -0.89 -0.19 0.95
H: -0.40 -1.30 2.20
H: -1.75 -2.75 1.24
H: -2.97 -2.09 2.28
H: -0.32 0.53 4.72
H: 0.51 0.84 3.26
H: -0.01 2.36 1.87
H: -2.60 3.84 0.50
H: -0.99 4.51 0.45
H: -1.61 1.60 -0.42
H: -1.62 3.02 -1.43
H: 1.01 2.76 0.01
H: 0.61 3.05 -1.70
H: -0.16 0.34 -1.32
H: 1.26 0.96 -2.15
H: 1.87 0.98 0.70
H: 1.12 -0.57 0.32
H: 3.71 0.22 -0.35
H: 2.97 -1.21 -0.44
H: -3.17 5.09 2.42
H: -4.57 2.17 5.91
H: -5.38 5.21 5.57
H: 2.80 2.85 2.48
H: 1.58 2.70 3.82
H: 2.72 4.03 3.80
H: 0.66 3.82 5.31
H: 1.19 5.56 5.22
H: -0.31 5.16 6.07
C: 4.51 -0.87 -4.86
C: 3.79 -1.65 -5.94
N: 4.30 -3.07 -6.16
C: 5.73 -2.97 -6.64
C: 3.55 -3.70 -7.32
C: 2.07 -3.95 -7.14
C: 4.33 -3.93 -4.91
C: 3.05 -4.09 -4.11
O: 2.60 -2.84 -3.65
C: 1.19 -2.70 -3.55
H: 5.56 -0.70 -5.10
H: 4.05 0.11 -4.77
H: 4.45 -1.34 -3.88
H: 3.90 -1.13 -6.89
H: 2.73 -1.71 -5.72
H: 5.76 -2.32 -7.51
H: 6.08 -3.97 -6.89
H: 6.34 -2.57 -5.84
H: 4.06 -4.65 -7.54
H: 3.70 -3.04 -8.17
H: 1.88 -4.88 -6.61
H: 1.61 -4.08 -8.13
H: 1.54 -3.14 -6.65
H: 5.10 -3.49 -4.27
H: 4.69 -4.91 -5.23
H: 3.28 -4.72 -3.24
H: 2.28 -4.61 -4.68
H: 0.66 -3.65 -3.57
H: 0.84 -2.08 -4.38
H: 0.96 -2.18 -2.62

---

A 4-piece molecular cluster, C26H53NO9P overall in a non-equilibrium geometry. Source: OMol25; level of theory: ωB97M-V/def2-TZVPD.

The net charge is -1. Its spin multiplicity is 1. Its HOMO energy is -3.4 eV. For the orbital gap, the calculation gives 5.18 eV.

Cartesian coordinates (Å):
C: -7.01 -2.44 -3.10
C: -6.42 -1.69 -1.74
O: -6.68 -0.25 -1.86
C: -5.49 0.56 -1.45
C: -4.84 1.22 -2.81
P: -3.10 0.47 -3.26
C: -2.28 1.22 -1.70
C: -2.13 2.85 -1.71
C: -1.94 3.31 -0.12
C: -2.01 4.93 0.11
C: -0.49 2.70 0.38
O: -1.54 -0.18 -3.69
C: -1.62 -1.41 -4.47
C: -1.95 -2.77 -3.56
N: -0.80 -3.22 -2.68
C: -0.65 -2.37 -1.44
C: -1.93 -2.40 -0.42
C: -1.30 -2.11 1.11
O: -2.64 -3.68 -0.34
H: -8.14 -2.16 -3.31
H: -6.97 -3.62 -3.01
H: -6.36 -2.14 -4.05
H: -5.29 -1.98 -1.68
H: -6.98 -2.18 -0.81
H: -4.74 -0.04 -0.79
H: -5.93 1.46 -0.81
H: -5.59 0.94 -3.70
H: -4.83 2.39 -2.77
H: -2.87 1.65 -4.05
H: -3.77 -0.15 -4.40
H: -3.47 -0.66 -2.45
H: -1.17 0.78 -1.64
H: -2.78 0.92 -0.69
H: -1.12 3.21 -2.24
H: -3.00 3.43 -2.24
H: -2.81 2.76 0.48
H: -1.83 5.12 1.28
H: -3.06 5.39 -0.12
H: -1.11 5.47 -0.43
H: -0.46 1.51 0.41
H: -0.28 3.04 1.51
H: 0.35 3.03 -0.35
H: -2.29 -1.34 -5.45
H: -0.51 -1.61 -4.88
H: -2.10 -3.64 -4.37
H: -2.97 -2.71 -2.98
H: -1.06 -4.19 -2.36
H: 0.27 -2.84 -0.83
H: -0.36 -1.25 -1.63
H: -2.71 -1.54 -0.60
H: -2.13 -2.09 1.94
H: -0.50 -2.93 1.40
H: -0.75 -1.07 1.11
H: -3.05 -3.68 0.60
O: 0.87 -0.16 0.04
C: 1.99 0.03 0.48
O: 2.40 -0.34 1.73
C: 3.73 0.14 1.94
C: 4.31 0.34 0.56
C: 3.10 0.74 -0.24
H: 3.68 1.07 2.51
H: 4.30 -0.60 2.51
H: 5.11 1.08 0.54
H: 4.71 -0.60 0.18
H: 2.92 1.82 -0.21
H: 3.17 0.40 -1.28
O: 3.07 3.12 2.66
C: 2.71 3.06 3.82
O: 3.17 2.15 4.72
C: 2.45 2.30 5.95
C: 1.91 3.71 5.92
C: 1.67 3.94 4.45
H: 1.66 1.55 5.98
H: 3.13 2.14 6.79
H: 1.01 3.83 6.53
H: 2.67 4.41 6.28
H: 0.68 3.59 4.14
H: 1.82 4.99 4.18
O: 6.02 -2.34 -0.74
C: 6.66 -2.56 0.28
O: 6.75 -1.68 1.33
C: 7.66 -2.21 2.30
C: 7.69 -3.69 2.05
C: 7.47 -3.78 0.56
H: 8.64 -1.74 2.15
H: 7.30 -1.97 3.30
H: 8.61 -4.17 2.39
H: 6.85 -4.17 2.57
H: 8.42 -3.72 0.01
H: 6.93 -4.69 0.29

---

C26H53O9P2SSi2 as an isolated structure. Source: OMol25; level of theory: ωB97M-V/def2-TZVPD.

The net charge is -1. Its spin multiplicity is 1. Its HOMO energy is -1.6 eV. For the orbital gap, the calculation gives 3.23 eV.

Cartesian coordinates (Å):
C: 3.48 0.47 4.33
C: 3.45 -0.26 2.98
C: 2.15 0.04 2.25
O: 2.20 -0.10 0.82
Si: 2.84 -1.39 0.06
C: 2.48 -3.01 0.88
C: 1.05 -3.11 1.40
O: 0.48 -4.33 0.94
C: -0.78 -4.63 1.51
C: -1.77 -4.89 0.37
O: -3.11 -4.72 0.83
C: -3.62 -3.46 0.62
C: -3.96 -3.05 -0.65
C: -4.47 -1.78 -0.85
C: -4.67 -0.89 0.20
C: -5.27 0.50 0.00
C: -4.52 1.49 0.91
C: -5.07 0.95 -1.45
C: -6.78 0.32 0.34
C: -7.74 1.51 0.62
C: -7.67 1.93 2.11
C: -7.53 2.73 -0.28
C: -9.16 1.00 0.33
C: -4.34 -1.34 1.47
C: -3.82 -2.60 1.69
O: 4.44 -1.18 -0.19
Si: 5.12 0.19 -0.86
C: 6.57 0.77 0.13
C: 6.18 1.58 1.38
C: 6.76 2.98 1.32
O: 6.54 0.91 2.59
C: 5.65 -0.20 -2.62
P: 6.28 1.28 -3.44
O: 7.69 1.52 -3.07
O: 5.34 2.49 -3.05
O: 6.03 1.04 -4.99
P: 1.90 -1.45 -2.01
S: 1.50 0.31 -2.81
H: 2.47 0.66 4.70
H: 3.98 1.43 4.23
H: 4.03 -0.11 5.08
H: 3.55 -1.33 3.15
H: 4.30 0.07 2.38
H: 1.86 1.08 2.43
H: 1.34 -0.58 2.65
H: 2.60 -3.79 0.12
H: 3.21 -3.24 1.66
H: 1.04 -3.09 2.50
H: 0.43 -2.27 1.05
H: -0.68 -5.52 2.15
H: -1.15 -3.80 2.12
H: -1.68 -5.91 0.00
H: -1.55 -4.21 -0.45
H: -3.82 -3.73 -1.49
H: -4.72 -1.50 -1.87
H: -4.84 1.45 1.95
H: -3.45 1.26 0.89
H: -4.63 2.52 0.56
H: -4.01 0.84 -1.73
H: -5.32 1.99 -1.59
H: -5.67 0.36 -2.14
H: -7.20 -0.28 -0.47
H: -6.83 -0.31 1.23
H: -8.54 1.54 2.65
H: -6.79 1.55 2.62
H: -7.70 3.02 2.22
H: -6.52 3.13 -0.25
H: -8.20 3.53 0.04
H: -7.78 2.50 -1.32
H: -9.89 1.79 0.46
H: -9.41 0.16 0.98
H: -9.24 0.64 -0.70
H: -4.50 -0.70 2.33
H: -3.57 -2.92 2.70
H: 4.14 1.28 -0.89
H: 7.15 1.39 -0.56
H: 7.23 -0.07 0.40
H: 5.09 1.67 1.45
H: 6.38 3.52 0.46
H: 7.85 2.94 1.27
H: 6.48 3.53 2.22
H: 7.50 0.80 2.57
H: 6.50 -0.89 -2.57
H: 4.84 -0.65 -3.20
H: 4.40 2.34 -3.23
H: 5.95 0.11 -5.21
H: 2.76 -2.26 -2.77
H: 0.78 -2.29 -1.88
C: 5.57 4.17 -6.54
O: 4.70 5.19 -6.62
H: 6.61 4.43 -6.18
H: 5.28 3.32 -5.86
H: 5.78 3.63 -7.52

---

E_tot across the listed records, respectively: -214611.7258 -325051.0509 -115921.2524 -57020.3254 -91422.8806 eV.